43
Properties=species:S:1:pos:R:3:lowdin_spin:R:1 method="wB97M-V/def2-TZVPD" fmax_ev_per_a=9.65 de_lowest_ev=3.3416 lumo_energy_ev="-13.723 / -16.694" charge=+4 total_energy_ha=-1494.12177 spin_multiplicity=5 s2=6.04
C 0.34 -1.03 -3.26 0.0989
C 1.60 0.66 1.55 0.1118
H 0.83 5.18 -0.89 0.0017
H -1.58 -1.88 -3.16 0.0101
H 3.74 -3.62 -1.09 -0.0002
H 0.57 1.08 5.56 0.0030
C 0.17 3.39 -0.01 0.0238
C 0.48 1.30 -3.14 0.3059
H 2.15 0.07 -3.37 0.0010
H 4.62 -2.14 -1.52 -0.0003
C -3.03 -1.52 -0.01 0.0239
O 2.42 1.01 2.26 0.0989
C 1.08 0.11 -3.26 0.1166
N 0.61 1.06 4.54 0.0070
C 0.01 -0.01 3.81 0.1200
H 1.07 2.20 -3.17 0.0101
C 4.02 -2.62 -0.76 -0.0002
C -4.34 -2.18 -0.03 0.0040
N 1.85 -1.21 -0.33 0.1383
C -1.61 0.25 -3.02 0.0920
Os 0.01 -0.01 0.19 1.8760
C -0.89 1.37 -3.02 0.0751
C 2.81 -1.83 -0.52 0.0078
C 0.04 -1.73 1.55 0.1137
H -0.76 5.27 -0.10 0.0007
C -1.00 -0.97 -3.14 0.3054
O 0.06 -2.62 2.26 0.1017
H -1.28 -1.71 4.06 -0.0001
N 0.11 2.23 0.01 0.0134
H -4.35 -3.00 0.68 0.0003
H -4.54 -2.57 -1.03 0.0015
H 0.72 5.21 0.88 0.0006
H 4.60 -2.69 0.17 0.0000
H 0.81 -1.99 -3.37 0.0002
C 0.24 4.85 -0.03 0.0040
N -2.00 -1.01 0.01 0.0142
H -5.11 -1.46 0.24 0.0011
S 0.01 -0.01 2.19 0.3084
H -1.38 2.33 -2.95 -0.0003
H -2.69 0.31 -2.95 0.0005
N -0.72 -0.99 4.54 0.0064
H -0.75 -0.95 5.57 0.0029
H 1.04 1.86 4.06 0.0000

18
Properties=species:S:1:pos:R:3:lowdin_charge:R:1 method="wB97M-V/def2-TZVPD" fmax_ev_per_a=2.66 de_lowest_ev=6.7710 lumo_energy_ev="0.620 / 0.596" charge=0 total_energy_ha=-326.88252
C -0.15 0.37 0.30 -0.2830
H 0.45 -1.24 -0.96 0.0839
C -2.19 -1.82 -0.56 -0.2668
H 0.17 0.40 -1.80 0.0999
C -0.67 1.75 0.45 -0.0805
C 0.13 -0.21 -0.91 -0.0575
H -3.15 -2.37 -0.61 0.0412
H -0.24 -0.29 1.16 0.1217
H 2.53 0.70 -0.71 0.0915
H -1.75 1.70 0.57 0.0810
H 2.25 -1.11 1.46 0.0984
H -0.46 2.36 -0.43 0.0868
N -2.09 -0.61 -0.86 -0.0173
H -0.26 2.24 1.34 0.0769
H 2.14 1.12 1.00 0.0804
C 2.07 0.36 0.22 -0.1300
O 2.54 -0.89 0.56 -0.0680
H -1.33 -2.46 -0.23 0.0413

87
Properties=species:S:1:pos:R:3:lowdin_charge:R:1 method="wB97M-V/def2-TZVPD" fmax_ev_per_a=0.59 de_lowest_ev=0.0779 lumo_energy_ev=2.006 charge=-1 total_energy_ha=-3066.61808
C -3.39 0.98 -0.16 -0.0194
H 1.06 -1.59 -7.04 0.1060
C 2.61 -1.80 0.24 -0.0761
N -2.91 -0.11 4.39 0.0353
C 1.14 0.96 1.22 -0.1482
C 0.53 -3.23 -1.59 -0.2698
H -1.07 -6.43 -0.17 0.1009
H -7.46 -1.99 9.94 0.0875
C 2.92 -2.41 -6.38 -0.0766
H -5.63 -0.33 4.55 0.0990
C 3.09 5.82 -3.70 -0.1468
C -5.15 -1.23 7.78 -0.2922
O -1.71 1.34 -1.70 -0.1992
C 3.58 -1.39 1.15 -0.0945
Pt 0.10 1.32 -2.58 1.2061
C 2.29 3.54 -3.55 -0.0328
C 3.29 4.45 -3.83 0.0625
C 1.18 -1.66 -4.90 -0.0601
C -1.07 0.93 0.61 -0.1454
C 1.01 4.00 -3.11 -0.2689
H 5.31 -0.16 1.46 0.1033
C 4.56 -0.49 0.75 -0.0862
O 3.93 7.94 -3.93 0.0475
N 0.23 1.09 0.30 0.1084
C 1.16 -4.46 -1.77 -0.0699
O 0.17 -0.68 -2.18 -0.4532
O -0.02 3.27 -2.89 -0.1778
C -5.83 -0.94 6.60 -0.0288
C 0.58 -5.61 -1.26 -0.0822
C -5.11 -0.56 5.47 -0.0262
C 1.97 -2.00 -3.81 -0.2754
C 1.87 6.31 -3.29 0.0698
H -1.98 -0.72 6.70 0.1068
C -3.79 0.69 1.12 -0.0354
H -7.53 -2.43 8.22 0.0919
C 0.87 5.42 -2.98 -0.0583
C -3.73 -0.48 5.50 -0.2652
H -6.90 -0.99 6.55 0.0963
O 3.79 1.84 -4.24 0.0274
H -1.15 -2.19 -0.77 0.1104
O -0.68 7.11 -2.92 0.0476
H -4.11 1.13 -0.96 0.1096
C 2.68 2.10 -3.79 -0.5773
N -3.57 0.16 3.36 0.0467
H 3.86 -2.78 -3.15 0.1087
P 1.28 -1.70 -2.18 0.8441
H 5.34 0.70 -0.86 0.1115
C -0.62 -5.53 -0.57 -0.0846
H -3.25 -1.39 8.75 0.1135
C -0.49 0.49 2.90 -0.0123
H 3.62 -0.01 -2.47 0.0910
C 4.58 0.00 -0.55 -0.0595
H 1.69 7.38 -3.19 0.1297
C 2.63 -1.31 -1.06 -0.2577
O 1.85 1.15 -3.51 -0.2205
C 3.71 -2.75 -5.29 -0.0747
C -3.76 -1.16 7.82 -0.0160
C 1.66 -1.87 -6.19 -0.0637
O -0.96 5.45 -1.58 0.1038
N -0.38 6.01 -2.48 -0.3483
C -2.03 1.10 -0.49 -0.3331
C 0.83 0.66 2.56 -0.0570
C -3.06 -0.78 6.69 -0.0314
C -0.67 -3.15 -0.90 -0.0530
H 4.70 -3.15 -5.43 0.1023
H 3.30 -2.56 -7.38 0.1018
N 4.17 6.74 -4.00 -0.3665
H -0.77 0.26 3.92 0.0789
C 3.62 -0.41 -1.46 -0.0565
H 2.09 -4.52 -2.32 0.1030
C -1.25 -4.31 -0.39 -0.0675
C -7.17 -1.69 8.94 -0.1016
H -4.85 0.60 1.35 0.1066
H 1.06 -6.57 -1.41 0.1011
H 0.21 -1.20 -4.75 0.1093
C 3.24 -2.54 -4.00 -0.0816
C -2.91 0.48 2.18 -0.2387
O -5.76 -1.61 8.95 -0.0940
H -7.63 -0.72 8.71 0.0925
C -1.50 0.62 1.93 -0.0790
H 4.24 4.07 -4.16 0.1273
H -2.18 -4.25 0.15 0.1073
H 2.18 1.08 0.91 0.0992
H 3.56 -1.76 2.16 0.1051
H 1.84 -2.49 0.55 0.1102
O 5.24 6.29 -4.36 0.0559
H 1.61 0.56 3.30 0.0978

11
Properties=species:S:1:pos:R:3:lowdin_charge:R:1 method="wB97M-V/def2-TZVPD" fmax_ev_per_a=1.84 de_lowest_ev=2.3861 lumo_energy_ev=0.030 charge=0 total_energy_ha=-343.30467
H 2.10 1.43 -0.03 0.1168
C -0.12 1.21 -0.03 -0.1189
C 1.25 0.77 0.10 -0.0813
C 1.53 -0.53 0.16 -0.1803
H -0.36 2.26 0.14 0.1128
C -0.97 -1.14 -0.14 -0.2892
C -1.08 0.33 -0.33 -0.0898
H -1.56 -1.14 0.80 0.1242
O 1.95 -1.60 0.30 0.2146
H -2.14 0.59 -0.29 0.1116
O -0.59 -2.16 -0.67 0.0796

17
Properties=species:S:1:pos:R:3:lowdin_charge:R:1 method="wB97M-V/def2-TZVPD" fmax_ev_per_a=2.45 de_lowest_ev=3.6921 lumo_energy_ev=0.545 charge=0 total_energy_ha=-346.88975 smiles="C=C/C=C(/C)O.O"
H -1.00 1.26 4.36 0.0350
C 1.27 -0.73 0.18 -0.1954
H -2.05 0.78 3.27 0.0313
C -0.60 0.14 -1.10 -0.3843
H 2.95 -1.25 1.39 0.0340
C 0.74 0.10 -0.88 -0.0758
H 1.34 0.40 -1.73 0.1087
O -1.13 0.76 3.55 -0.0542
O -1.55 0.03 -0.14 0.0443
H 3.19 -1.71 -0.27 0.0457
H -0.53 0.18 -3.23 0.0750
H 0.53 -1.05 0.92 0.1002
H -2.11 -0.12 -2.50 0.0871
C -1.21 0.49 -2.44 -0.0173
H -1.18 0.31 0.71 0.0997
C 2.53 -1.16 0.40 -0.0248
H -1.20 1.57 -2.50 0.0907

13
Properties=species:S:1:pos:R:3:lowdin_charge:R:1 method="wB97M-V/def2-TZVPD" fmax_ev_per_a=4.05 de_lowest_ev=1.9746 lumo_energy_ev=-4.157 charge=+1 total_energy_ha=-762.56286 smiles="[NH3+][C@@H]1C(=O)N[C@H]1Cl"
C 0.47 -0.24 0.42 -0.0759
H -0.89 -1.53 -0.46 0.1898
H 0.44 0.88 -1.76 0.1004
H -1.57 -0.10 0.12 0.1927
C 1.17 0.76 -0.96 -0.5895
N -0.86 -0.83 0.30 0.2293
O 0.18 1.53 2.15 0.1494
H 1.61 2.68 0.00 0.1739
H -1.11 -1.30 1.18 0.1955
N 1.18 1.77 0.05 0.0757
H 1.22 -0.95 0.75 0.1466
Cl 2.71 0.19 -1.54 0.6923
C 0.58 1.16 1.10 -0.4800